Entry 1:
164
Properties=species:S:1:pos:R:3:mulliken_charge:R:1 method="wB97M-V/def2-TZVPD" gap_ev=5.8 total_charge=+1 spin_multiplicity=1 e_tot_ev=-138734.002 lumo_energy_ev=-4.28 homo_ev=-10.13
Zn 2.9189 -0.9543 -1.5672 -0.02
N 0.2925 -1.5076 0.4622 -0.28
O 0.3112 -1.3080 1.6766 -0.04
O -0.7858 -1.7606 -0.0142 -0.34
O 1.3653 -1.5311 -0.2208 1.63
C 4.1397 -4.5309 -5.1270 -0.43
O 3.6047 -5.6814 -4.4337 -0.36
C 2.2424 -5.8221 -4.3981 -1.00
C 1.6490 -5.0466 -3.2366 0.95
N 1.7052 -5.8010 -1.9571 -0.47
C 0.8392 -5.1765 -1.0061 0.03
C 1.3756 -5.5213 0.4087 -0.22
O 2.5924 -4.7701 0.5763 -0.51
C 3.0739 -4.7914 1.9608 -0.63
H 5.2132 -4.3677 -5.0310 0.29
H 3.7716 -3.6115 -4.6717 -0.05
H 3.7912 -4.5561 -6.1595 0.36
H 1.9059 -6.8554 -4.4817 0.41
H 1.7407 -5.3771 -5.2574 0.41
H 0.6168 -4.8131 -3.4975 0.03
H 2.1040 -4.0569 -3.1969 -0.54
H 2.5838 -5.5287 -1.5401 0.33
H -0.1112 -5.6570 -1.2381 0.50
H 0.7427 -4.0959 -1.1123 -0.34
H 1.5458 -6.5742 0.6337 0.52
H 0.7347 -5.0559 1.1576 -0.26
H 4.0237 -4.2927 2.1540 0.31
H 3.2307 -5.8321 2.2444 0.36
H 2.2330 -4.4428 2.5604 0.01
C -2.3080 -3.0718 -2.5295 -0.62
O -2.7311 -2.3867 -3.6774 -0.27
C -2.6624 -3.2010 -4.8338 -0.53
C -2.8947 -2.1878 -6.0099 -0.71
N -1.8514 -1.1378 -6.0886 -0.06
C -1.9421 -0.1627 -7.1842 -1.03
C -3.1247 0.7780 -6.9908 -0.51
O -2.9259 1.7013 -5.8282 -0.02
C -3.9816 2.5926 -5.5129 -0.99
H -2.7347 -2.5921 -1.6486 0.07
H -1.2231 -3.1493 -2.4579 0.08
H -2.6627 -4.1014 -2.4823 0.56
H -3.3237 -4.0656 -4.8905 0.48
H -1.6952 -3.6760 -4.9985 0.13
H -3.8657 -1.7148 -5.8634 0.29
H -3.0513 -2.7721 -6.9167 0.54
H -1.8847 -0.6960 -5.1810 -0.21
H -2.0271 -0.7370 -8.1067 0.47
H -1.0224 0.4215 -7.2171 0.27
H -4.0479 0.2131 -6.8617 0.45
H -3.1445 1.4313 -7.8632 0.42
H -3.7330 3.4169 -4.8444 0.27
H -4.8313 2.0332 -5.1217 0.35
H -4.3561 3.1718 -6.3569 0.37
C 1.4785 3.6394 6.8993 -0.93
O 0.3798 3.3328 6.0170 0.10
C -0.9244 3.7430 6.4899 -1.02
C -1.9379 3.1405 5.4677 -0.52
N -2.1050 3.9161 4.1635 -0.01
C -3.4350 3.6676 3.5381 -1.14
C -3.7867 2.3014 3.0839 -0.49
O -2.8340 1.8619 2.1474 0.05
C -3.0638 0.5002 1.8021 -0.32
H 2.3685 3.5793 6.2728 0.18
H 1.4671 2.9614 7.7527 0.29
H 1.3899 4.6970 7.1479 0.34
H -1.0802 4.8196 6.4205 0.43
H -1.0607 3.4388 7.5277 0.48
H -2.8627 3.1189 6.0441 0.57
H -1.5505 2.1448 5.2517 0.11
H -1.3116 3.8153 3.5466 -0.03
H -3.6234 4.3401 2.7012 0.31
H -4.2234 3.9709 4.2270 0.55
H -4.6900 2.2682 2.4747 0.52
H -3.8211 1.6730 3.9738 0.29
H -4.0622 0.2107 1.4744 0.43
H -2.7096 -0.1271 2.6201 0.07
H -2.4125 0.3029 0.9506 -0.27
C -1.3994 5.6520 0.7057 -0.79
O -0.5227 4.6833 0.1195 -0.32
C -0.9725 3.3490 0.3423 0.30
C 0.1325 2.3328 -0.1331 1.87
N 1.4642 2.5387 0.5350 -0.11
C 1.6177 2.2953 2.0115 1.97
C 3.0234 2.7990 2.4710 -0.54
O 2.9591 4.2210 2.2966 -0.40
C 2.3154 5.0202 3.3224 -0.41
H -1.4586 5.6085 1.7932 0.18
H -2.3975 5.5013 0.2942 0.38
H -1.0554 6.6621 0.4834 0.29
H -1.9284 3.0412 -0.0815 0.65
H -1.1576 3.2198 1.4086 -0.58
H 0.1017 2.4471 -1.2167 -1.75
H -0.1750 1.2928 -0.0236 -0.77
H 1.6979 3.5172 0.4459 0.60
H 1.6222 1.2073 2.0763 -0.51
H 0.7832 2.7038 2.5816 -1.10
H 3.7633 2.2797 1.8619 0.21
H 3.2524 2.4902 3.4909 0.31
H 2.9756 5.0099 4.1896 0.30
H 1.3381 4.6514 3.6339 0.01
H 2.2631 6.0530 2.9778 0.29
C 3.4064 5.9127 -4.8831 -0.74
O 2.4622 4.9031 -5.3946 -0.39
C 1.2348 4.8851 -4.6820 -0.92
C 1.2499 4.0729 -3.3726 -0.39
N 2.0695 2.8394 -3.5822 -0.20
C 1.5372 1.9427 -4.5869 -1.58
C 0.0239 1.5783 -4.4826 -0.22
O -0.2245 0.6551 -3.4229 1.05
C -1.5539 0.6841 -2.9366 -0.62
H 4.1703 5.9868 -5.6571 0.28
H 3.9138 5.7352 -3.9349 0.29
H 2.9049 6.8780 -4.8140 0.33
H 0.5137 4.5037 -5.4049 0.18
H 0.9442 5.9189 -4.4953 0.64
H 0.2374 3.8519 -3.0347 0.03
H 1.7688 4.6171 -2.5835 0.62
H 2.9524 3.2516 -3.8482 0.35
H 2.0762 0.9984 -4.6635 0.49
H 1.6914 2.4396 -5.5448 0.51
H -0.1942 1.0015 -5.3814 -0.44
H -0.6626 2.4218 -4.4105 0.58
H -1.5738 0.1659 -1.9779 -0.33
H -2.1824 0.1416 -3.6430 0.15
H -1.9946 1.6651 -2.7589 0.29
C -0.9401 -6.0105 3.4809 -0.91
O -1.0044 -4.6081 3.6353 -0.11
C -1.0086 -4.2206 4.9839 -1.06
C -1.2397 -2.7050 5.1684 -0.30
N -0.0647 -2.0120 4.6627 -0.28
C -0.1136 -0.5372 4.6090 0.73
C -0.1132 0.0579 6.0819 -1.19
O -1.3806 0.0920 6.6169 -0.21
C -1.4357 0.1809 8.0125 -1.00
H -1.5264 -6.2489 2.5935 0.24
H -1.2829 -6.5388 4.3706 0.38
H 0.1136 -6.1702 3.2520 0.26
H -0.0532 -4.4538 5.4540 0.38
H -1.7952 -4.6749 5.5864 0.55
H -1.4344 -2.5364 6.2275 0.27
H -2.1547 -2.3958 4.6633 0.22
H 0.0374 -2.3036 3.7011 0.12
H -0.9688 -0.1543 4.0520 -0.59
H 0.7461 -0.1744 4.0457 -0.06
H 0.4060 1.0162 6.0715 0.36
H 0.4915 -0.5837 6.7228 0.87
H -1.4668 -0.8133 8.4582 0.35
H -2.2542 0.7688 8.4278 0.24
H -0.5125 0.6363 8.3710 0.37
O -2.4313 -3.8127 1.1602 -0.71
H -2.0958 -3.0025 0.7765 0.35
H -1.8777 -3.9625 1.9266 0.39
O 3.8366 -0.3430 0.2278 -0.27
H 3.6916 -0.6247 1.1310 0.22
H 4.6507 0.1594 0.2608 0.28
O 2.7937 -1.0896 2.7461 -0.71
H 2.8635 -1.7988 3.3852 0.35
H 1.9049 -1.1659 2.3991 0.18
O 1.6806 -1.2872 -3.0724 -0.37
H 0.9731 -0.6490 -3.1638 0.66
H 1.5817 -1.8652 -3.8289 0.25
O 3.7255 -2.9163 -1.2104 -0.39
H 4.3105 -3.4781 -1.7187 0.33
H 3.3192 -3.5055 -0.5748 0.35

Entry 2:
52
Properties=species:S:1:pos:R:3:mulliken_charge:R:1 method="wB97M-V/def2-TZVPD" gap_ev=9.4 spin_multiplicity=1 e_tot_ev=-32692.092 lumo_energy_ev=0.71 homo_ev=-8.70 smiles="Cc1ccc(CN2CCNC(=O)[C@@H]2CC(=O)N(C)Cc2cnccn2)cc1"
C -5.8264 -2.6524 0.3086 -1.43
C -4.5044 -1.9790 0.0951 1.10
C -3.8779 -1.2764 1.1160 -0.76
C -2.6561 -0.6639 0.9084 -0.46
C -2.0308 -0.7327 -0.3297 -0.11
C -0.7042 -0.0558 -0.5412 -0.26
N -0.7500 1.3067 -0.0315 0.40
C -1.6713 2.1748 -0.7290 -0.53
C -2.0046 3.3268 0.2119 -0.76
N -0.7775 3.9355 0.6700 -0.11
C 0.4188 3.3338 0.7413 -0.17
O 1.3977 3.9051 1.1911 -0.74
C 0.5367 1.9209 0.1763 0.46
C 1.4580 2.0122 -1.0806 -1.24
C 2.3769 0.8149 -1.2063 0.74
O 2.1598 -0.0752 -2.0106 -0.68
N 3.4491 0.7587 -0.3807 0.08
C 3.8633 1.7462 0.5899 -1.05
C 4.3034 -0.4046 -0.5184 -1.02
C 3.7023 -1.6452 0.0870 0.84
C 2.6669 -1.6142 1.0198 -0.11
N 2.1239 -2.7189 1.5007 -0.65
C 2.6134 -3.8720 1.0713 -0.39
C 3.6724 -3.9121 0.1746 -0.23
N 4.2074 -2.8062 -0.3142 -0.63
C -2.6551 -1.4320 -1.3531 -0.40
C -3.8738 -2.0498 -1.1413 -0.75
H -6.1999 -2.4692 1.3129 0.34
H -5.7302 -3.7282 0.1655 0.33
H -6.5606 -2.2872 -0.4086 0.33
H -4.3504 -1.2117 2.0862 0.29
H -2.1757 -0.1196 1.7074 0.45
H 0.0621 -0.5944 0.0253 -0.09
H -0.4220 -0.1020 -1.6027 0.38
H -1.2614 2.5713 -1.6731 0.26
H -2.5782 1.6131 -0.9571 0.43
H -2.5736 2.9395 1.0662 0.30
H -2.6076 4.0830 -0.2980 0.42
H -0.8300 4.8564 1.0836 0.29
H 1.0538 1.3306 0.9437 0.28
H 2.0394 2.9333 -1.0439 0.53
H 0.8363 2.0348 -1.9771 0.30
H 3.1043 2.5054 0.7584 0.50
H 4.7799 2.2402 0.2531 0.28
H 4.0698 1.2550 1.5435 0.36
H 5.2692 -0.1987 -0.0511 0.52
H 4.4701 -0.6115 -1.5808 0.31
H 2.2597 -0.6854 1.3958 0.47
H 2.1494 -4.7666 1.4619 0.40
H 4.1045 -4.8427 -0.1671 0.40
H -2.1803 -1.4972 -2.3219 0.42
H -4.3463 -2.5933 -1.9474 0.39

Entry 3:
12
Properties=species:S:1:pos:R:3:mulliken_charge:R:1 method="wB97M-V/def2-TZVPD" gap_ev=11.3 spin_multiplicity=1 e_tot_ev=-8800.942 lumo_energy_ev=0.66 homo_ev=-10.65 smiles=C#C[C@@H](O)CC#N
C 2.0278 0.2643 1.1362 0.23
C 1.0763 0.4947 0.4391 -0.69
C -0.0981 0.7526 -0.4046 -0.02
O 0.2433 0.9326 -1.7604 -0.53
C -1.1896 -0.3592 -0.2783 -0.39
C -1.0220 -1.2501 0.8666 0.23
N -0.8541 -1.9566 1.7651 -0.39
H 2.8588 0.0487 1.7677 0.41
H -0.5418 1.7039 -0.0985 0.25
H 0.8490 0.2227 -2.0029 0.37
H -2.1803 0.1013 -0.2340 0.28
H -1.1692 -0.9547 -1.1960 0.24

Entry 4:
25
Properties=species:S:1:pos:R:3:mulliken_charge:R:1 method="wB97M-V/def2-TZVPD" gap_ev=9.2 spin_multiplicity=1 e_tot_ev=-9928.841 lumo_energy_ev=0.99 homo_ev=-8.19 smiles=CN(C)C.CNNC
C -1.1977 -1.7859 0.6747 -1.03
N -0.9681 -1.0049 -0.5179 0.02
C 0.4309 -1.3919 -1.1658 -1.10
C -2.0231 -1.1813 -1.4835 -1.02
H -1.2439 -2.8692 0.4755 0.35
H -2.1400 -1.4860 1.1380 0.33
H -0.3949 -1.6063 1.3870 0.27
H 0.4839 -0.8205 -2.0896 0.34
H 0.3372 -2.4651 -1.3789 0.45
H 1.3164 -1.3344 -0.5430 0.32
H -2.9884 -0.9477 -1.0263 0.33
H -1.8686 -0.5009 -2.3173 0.30
H -2.0719 -2.2149 -1.8734 0.32
C 2.5933 1.3433 0.2413 -0.91
N 1.3221 0.7104 0.5362 -0.06
N 0.2131 1.5223 0.1909 -0.49
C -0.2398 2.3908 1.2605 -0.90
H 2.8182 2.2042 0.8821 0.28
H 2.5600 1.6828 -0.7904 0.31
H 3.3892 0.6102 0.3674 0.33
H 1.2861 0.4064 1.5115 0.21
H -0.5252 0.8415 -0.0727 0.43
H 0.5364 3.1216 1.4938 0.27
H -0.5025 1.8490 2.1852 0.29
H -1.1226 2.9265 0.9144 0.35

Entry 5:
78
Properties=species:S:1:pos:R:3:mulliken_charge:R:1 method="wB97M-V/def2-TZVPD" gap_ev="8.0 / 8.0" total_charge=+1 spin_multiplicity=5 e_tot_ev=-93414.934 lumo_energy_ev="-2.53 / -2.53" homo_ev="-10.55 / -10.56"
O -0.7801 -1.7843 -0.7343 0.89
O -1.9611 -0.7146 -2.4149 -0.26
C 0.0930 -2.8563 -1.2892 0.12
C 0.3051 -3.8801 -0.2160 -1.25
H 0.9980 -2.3556 -1.5739 0.07
H -0.4547 -3.2117 -2.1687 0.38
H 1.0563 -3.5550 0.5205 0.20
H 0.7158 -4.7899 -0.6781 0.48
H -0.5839 -4.1953 0.3403 0.32
C -1.9386 -2.1109 0.2329 -0.76
C -2.8645 -3.1426 -0.3704 -0.92
H -2.3964 -1.1567 0.4753 0.53
H -1.4023 -2.4787 1.1044 0.54
H -3.3164 -2.7761 -1.2986 -0.27
H -3.6695 -3.2915 0.3659 0.50
H -2.3918 -4.1189 -0.5368 0.29
C -3.0819 0.2327 -2.5154 -0.44
C -1.8323 -1.5227 -3.6399 -0.39
C -4.2899 -0.3000 -1.7978 -1.28
H -3.2984 0.3827 -3.5872 0.48
H -2.7133 1.1651 -2.0848 0.32
H -4.6473 -1.2316 -2.2642 0.33
H -5.0945 0.4435 -1.8643 0.47
H -4.0768 -0.4730 -0.7313 0.16
C -3.0980 -2.2985 -3.9400 -1.39
H -0.9900 -2.2105 -3.4798 0.10
H -1.5963 -0.8373 -4.4612 0.42
H -3.4352 -2.8863 -3.0646 0.29
H -2.8889 -3.0095 -4.7534 0.49
H -3.8957 -1.6198 -4.2718 0.35
H -1.2382 -1.1844 -1.3564 0.12
Ho 0.3265 0.3803 0.9930 -0.15
C -0.2289 0.9025 -1.0778 -0.41
Si 0.4451 1.2450 -2.7320 0.55
H -1.0959 1.5350 -0.7978 0.70
H 0.7526 1.3497 -0.7450 -0.02
C 1.3675 -0.1883 -3.5190 -1.07
C 1.8262 2.5278 -2.4954 -1.07
C -0.6762 1.9973 -4.0093 -1.28
C 2.5432 0.1687 0.4065 -0.51
Si 3.6545 0.8922 1.7101 0.17
H 2.8885 0.5024 -0.5893 0.22
H 2.6479 -0.9361 0.4315 0.31
C 4.7348 2.2098 0.9088 -1.12
C 4.7885 -0.4077 2.4437 -1.08
C 2.7616 1.6849 3.1720 -0.83
H -0.0701 2.4636 -4.7997 0.41
H -1.2838 2.7876 -3.5610 0.36
H -1.3485 1.2919 -4.5001 0.28
H 2.2236 -0.5168 -2.9226 0.29
H 1.7641 0.1508 -4.4886 0.45
H 0.7474 -1.0724 -3.7178 0.30
H 2.4358 2.3905 -1.6069 0.14
H 1.3900 3.5381 -2.4565 0.34
H 2.4951 2.4857 -3.3732 0.36
H 5.2612 -1.0157 1.6644 0.33
H 4.2445 -1.0711 3.1220 0.30
H 5.5929 0.0902 3.0172 0.32
H 2.4201 0.9455 3.9086 0.15
H 1.9145 2.3305 2.9008 0.21
H 3.5026 2.3274 3.6701 0.48
H 5.5399 2.4939 1.5956 0.35
H 4.1490 3.1142 0.6685 0.31
H 5.1898 1.8388 -0.0174 0.34
S 0.8036 -1.8413 2.5512 -0.48
C 0.2017 -0.6307 3.5688 0.45
N -0.3357 0.5571 3.1299 0.17
C -0.7239 1.4150 4.1511 -0.17
C -1.0743 2.7426 3.9715 -0.50
C -1.1871 3.5573 5.0957 -0.68
C -0.9713 3.0197 6.3809 -0.49
C -0.5645 1.7020 6.5517 -0.57
C -0.4346 0.8852 5.4291 0.94
S 0.2544 -0.7238 5.3139 -0.14
H -1.2107 3.1015 2.9324 0.34
H -1.4433 4.6062 4.9804 0.40
H -1.1189 3.6641 7.2585 0.37
H -0.3318 1.2765 7.5348 0.37

Entry 6:
33
Properties=species:S:1:pos:R:3:mulliken_charge:R:1 method="wB97M-V/def2-TZVPD" gap_ev="7.3 / 8.6" total_charge=+2 spin_multiplicity=3 e_tot_ev=-18546.251 lumo_energy_ev="-6.64 / -9.08" homo_ev="-13.94 / -17.69"
C -1.3487 -1.1699 0.5548 0.52
C 1.9495 -0.1033 1.3208 0.35
C -2.2871 2.1059 0.3303 -0.81
C -0.7537 2.1486 0.0423 -0.72
C -2.4207 0.9031 1.3829 -0.51
C -0.1783 0.9223 0.7575 -0.03
C 0.6964 -0.9155 -0.5803 -0.20
C 2.3070 0.2117 -2.2769 -1.21
C 1.0239 -0.6403 -2.0180 -0.51
N -0.4215 -1.6612 -0.3109 -0.12
N 1.6419 -1.1191 0.4106 -0.19
N -1.2766 0.0676 1.0615 0.03
N 0.9989 0.8769 1.3991 -0.17
N 2.8251 -0.2959 2.3181 -0.36
N -2.3841 -1.9560 0.9427 -0.46
H -2.7321 2.9490 0.7575 0.40
H -2.7212 1.8378 -0.6006 0.33
H -0.7188 2.1258 -1.0146 0.22
H -0.3829 2.9785 0.4637 0.53
H -2.2302 1.2322 2.4236 0.37
H -3.4045 0.3619 1.1405 0.38
H 2.5746 0.0487 -3.3120 0.42
H 3.2996 -0.1099 -1.6849 0.23
H 2.1273 1.2524 -2.0628 0.30
H 1.1613 -1.6222 -2.4761 0.45
H 0.1141 -0.0852 -2.4550 0.32
H -0.7593 -2.3234 -1.0270 0.41
H 2.4167 -1.7141 0.0120 0.46
H 1.3091 1.8086 1.7649 0.43
H 3.6223 -0.8772 2.3275 0.24
H 2.7952 0.5295 3.0493 0.30
H -2.4619 -2.9753 0.7192 0.29
H -2.6342 -1.7944 1.9330 0.29